[1]
Density functional theory data (ωB97M-V/def2-TZVPD) for a single C3H2N4O molecule.

HOMO ... -0.37128 Eh
E_tot ... -11146.1149 eV
Orbital gap ... 8.7 eV
Largest force on an atom ... 0.0980 Eh/bohr
SMILES ... O=c1cnncnn1
ΔE to the lowest compared entry with this formula, charge and spin ... 3.157 eV

ORCA input file:
```
! wB97M-V def2-TZVPD RIJCOSX def2/J DEFGRID3
* xyz 0 1
C -1.257 -0.054 0.125
C -0.637 1.199 -0.284
C 1.392 -0.742 0.475
H -1.392 1.860 -0.893
H 2.281 -1.279 0.970
N 0.606 1.303 -0.325
N 1.428 0.616 0.447
N 0.570 -1.520 -0.474
N -0.602 -1.047 -0.641
O -2.389 -0.334 0.599
*
```

[2]
Density functional theory data (ωB97M-V/def2-TZVPD) for a single C7H14 molecule.

HOMO ... -0.29522 Eh
E_tot ... -7484.2835 eV
Orbital gap ... 9.1 eV
Largest force on an atom ... 0.0498 Eh/bohr
SMILES ... C/C=C(\C)CCC
ΔE to the lowest compared entry with this formula, charge and spin ... 2.011 eV

ORCA input file:
```
! wB97M-V def2-TZVPD RIJCOSX def2/J DEFGRID3
* xyz 0 1
C 3.104 -0.420 0.060
C 1.601 -0.625 -0.049
C 0.773 0.546 0.394
C -0.740 0.254 0.429
C -1.607 1.192 -0.022
C -2.756 0.949 -0.966
C -1.164 -1.204 0.616
H 3.368 0.521 -0.467
H 3.463 -0.549 1.089
H 3.754 -1.041 -0.591
H 1.454 -0.905 -1.090
H 1.311 -1.502 0.536
H 1.097 0.843 1.411
H 1.004 1.455 -0.159
H -1.509 2.227 0.286
H -3.640 1.491 -0.595
H -2.612 1.580 -1.853
H -2.934 -0.106 -1.128
H -0.919 -1.500 1.642
H -2.250 -1.211 0.477
H -0.799 -1.996 -0.022
*
```

[3]
Density functional theory data (ωB97M-V/def2-TZVPD) for 2 unconnected molecules or ions with the total composition C25H39F2NO2.

HOMO ... -0.37180 Eh
E_tot ... -37574.9342 eV
Orbital gap ... 8.6 eV
Largest force on an atom ... 0.0490 Eh/bohr
SMILES ... CCCCCCCCCCC1=C(F)C(=O)C(F)=C(CCCCCCC)C1=O.CC#N

ORCA input file:
```
! wB97M-V def2-TZVPD RIJCOSX def2/J DEFGRID3
* xyz 0 1
C 5.392 -1.135 1.684
C 4.116 -0.360 1.344
C 4.333 0.715 0.278
C 3.030 1.487 -0.003
C 3.145 3.002 0.231
C 2.090 3.803 -0.539
C 0.759 4.048 0.197
C 0.265 2.962 1.143
C -0.529 1.777 0.524
C -0.475 1.660 -0.992
C -1.016 0.359 -1.487
C -0.327 -0.454 -2.298
F 0.914 -0.207 -2.743
C -0.921 -1.709 -2.840
O -0.584 -2.183 -3.919
C -1.970 -2.304 -1.969
F -2.159 -3.619 -2.135
C -2.675 -1.543 -1.129
C -3.728 -2.093 -0.219
C -3.147 -3.084 0.794
C -2.662 -2.435 2.102
C -2.038 -1.056 1.960
C -1.803 -0.394 3.342
C -2.121 1.112 3.387
C -0.856 2.006 3.428
C -2.398 -0.080 -1.144
O -3.274 0.728 -0.888
H 5.836 -0.746 2.593
H 5.156 -2.178 1.861
H 6.118 -1.058 0.886
H 3.700 0.103 2.233
H 3.372 -1.041 0.943
H 5.149 1.372 0.560
H 4.608 0.177 -0.622
H 2.243 1.096 0.632
H 2.767 1.337 -1.041
H 3.084 3.222 1.291
H 4.132 3.301 -0.106
H 1.949 3.364 -1.518
H 2.514 4.785 -0.737
H 0.002 4.266 -0.548
H 0.861 4.963 0.769
H -0.410 3.446 1.841
H 1.066 2.556 1.748
H -1.575 1.894 0.791
H -0.218 0.856 1.007
H -1.079 2.452 -1.425
H 0.529 1.739 -1.377
H -4.507 -2.557 -0.811
H -4.191 -1.275 0.316
H -2.342 -3.674 0.380
H -3.935 -3.784 1.051
H -1.889 -3.085 2.503
H -3.465 -2.433 2.830
H -2.639 -0.383 1.358
H -1.063 -1.147 1.490
H -0.791 -0.586 3.677
H -2.460 -0.895 4.046
H -2.669 1.293 4.303
H -2.753 1.388 2.554
H 0.045 1.418 3.311
H -0.785 2.517 4.378
H -0.875 2.724 2.616
C -0.888 -4.307 -6.571
C -1.638 -4.597 -7.787
N -2.230 -4.826 -8.743
H 0.160 -4.144 -6.814
H -1.282 -3.414 -6.092
H -0.967 -5.143 -5.880
*
```

[4]
Density functional theory data (ωB97M-V/def2-TZVPD) for 3 unconnected molecules or ions with the total composition C11H22BNO14S2.

HOMO ... -0.33911 Eh
E_tot ... -64260.3323 eV
Orbital gap ... 9.1 eV
Largest force on an atom ... 0.1796 Eh/bohr
SMILES ... COB(O)[C@@H]1OC(=O)O[C@@H]1C[C@@H](O)CN.O=S1(=O)OCCO1.O=S1(=O)OCCO1

ORCA input file:
```
! wB97M-V def2-TZVPD RIJCOSX def2/J DEFGRID3
* xyz 0 1
C 4.035 2.933 -2.852
O 3.064 3.439 -1.829
B 3.317 2.673 -0.571
O 4.092 3.370 0.476
C 2.696 1.153 -0.484
O 1.939 0.725 0.703
C 1.768 -0.723 0.466
O 0.937 -1.616 1.021
O 2.686 -1.200 -0.600
C 3.745 -0.146 -0.564
C 4.844 -0.163 0.651
C 5.487 -1.637 0.986
O 4.901 -2.272 2.214
C 5.542 -2.665 -0.304
N 4.460 -3.722 -0.311
H 5.105 3.222 -2.427
H 3.765 3.539 -3.843
H 3.886 1.771 -2.971
H 3.932 4.368 0.326
H 2.113 1.033 -1.514
H 4.406 -0.154 -1.541
H 4.335 0.232 1.640
H 5.719 0.603 0.397
H 6.627 -1.435 1.278
H 5.700 -2.619 2.748
H 6.576 -3.253 -0.198
H 5.588 -2.131 -1.346
H 4.116 -3.926 -1.293
H 3.634 -3.469 0.273
C -2.199 -0.847 -0.039
C -1.709 0.598 -0.004
O -2.451 1.269 -1.020
S -3.928 0.586 -1.136
O -4.856 1.386 -0.369
O -4.155 0.221 -2.515
O -3.601 -0.768 -0.288
H -1.737 -1.399 -0.864
H -2.008 -1.371 0.901
H -0.636 0.679 -0.193
H -1.946 1.071 0.955
C -8.292 0.257 0.159
C -7.114 0.460 1.109
O -7.688 0.494 2.413
S -8.999 -0.476 2.441
O -8.603 -1.754 2.990
O -10.120 0.284 2.944
O -9.170 -0.647 0.828
H -8.831 1.195 -0.007
H -7.980 -0.158 -0.803
H -6.568 1.383 0.903
H -6.423 -0.389 1.066
*
```

[5]
Density functional theory data (ωB97M-V/def2-TZVPD) for 2 unconnected molecules or ions with the total composition C10H18NSi.

HOMO (spin up / spin down) ... -0.30762 / -0.41404 Eh
Expectation value of S² ... 2.019
E_tot ... -20017.4555 eV
Orbital gap (spin up / spin down) ... 4.8 / 5.8 eV
Largest force on an atom ... 0.0797 Eh/bohr
ΔE to the lowest compared entry with this formula, charge and spin ... 0.000 eV

ORCA input file:
```
! wB97M-V def2-TZVPD RIJCOSX def2/J DEFGRID3
* xyz 1 3
C -3.571 -1.247 2.971
C -2.936 -2.415 2.510
C -3.426 -0.090 2.175
C -2.060 -2.441 1.393
C -2.561 -0.080 1.153
C -1.826 -1.285 0.724
C 1.849 -2.336 -0.945
C 2.691 3.064 -2.114
C 0.441 -2.504 -1.590
C 1.877 2.957 0.206
N 2.433 3.799 -0.882
Si -0.820 -1.264 -0.814
H -4.006 -1.167 3.937
H -2.968 -3.368 3.028
H -3.863 0.861 2.409
H -1.460 -3.285 1.203
H -2.727 0.764 0.418
H 2.086 -1.231 -0.970
H 1.916 -2.667 0.081
H 2.422 -2.979 -1.540
H 3.350 2.158 -1.842
H 1.673 2.656 -2.465
H 3.173 3.814 -2.717
H 0.113 -3.546 -1.601
H 0.529 -1.939 -2.545
H 2.565 2.731 0.965
H 1.056 2.275 -0.033
H 1.684 4.471 -1.082
H 3.225 4.217 -0.503
H -0.859 0.077 -1.530
*
```

[6]
Density functional theory data (ωB97M-V/def2-TZVPD) for 4 unconnected molecules or ions with the total composition C21H42ClF3NO13P4S.

HOMO ... -0.41923 Eh
E_tot ... -119229.5448 eV
Orbital gap ... 6.9 eV
Largest force on an atom ... 0.0529 Eh/bohr

ORCA input file:
```
! wB97M-V def2-TZVPD RIJCOSX def2/J DEFGRID3
* xyz 1 1
C -4.901 -2.983 1.543
C -3.887 -2.065 1.359
C -3.607 -1.388 0.000
C -3.272 -2.180 -1.165
P -3.165 -4.078 -1.028
O -1.532 -4.352 -1.386
Cl -4.404 -4.930 -2.491
C -2.999 -1.480 -2.454
C -3.051 -0.017 -2.523
C -2.778 0.734 -3.883
C -2.040 -0.159 -4.943
C -3.400 0.694 -1.281
C -3.453 2.259 -1.311
C -2.242 2.836 -0.479
C -0.902 2.917 -1.278
F -0.770 4.087 -1.979
F -0.649 1.788 -2.061
F 0.124 2.980 -0.290
N -3.678 0.021 -0.101
S -4.143 0.843 1.374
H -4.693 -3.936 2.076
H -5.916 -2.683 1.167
H -3.269 -1.805 2.256
H -1.055 -3.496 -1.393
H -2.761 -2.109 -3.343
H -2.322 1.741 -3.732
H -3.810 0.930 -4.305
H -0.995 -0.442 -4.669
H -2.646 -1.058 -5.247
H -1.963 0.467 -5.879
H -3.554 2.678 -2.339
H -4.402 2.542 -0.771
H -2.007 2.243 0.446
H -2.506 3.872 -0.148
H -5.411 1.364 1.155
C 4.113 0.530 -3.178
O 3.517 -0.656 -2.656
P 3.453 -0.873 -1.082
O 2.757 -2.095 -0.664
O 2.809 0.482 -0.523
C 1.431 0.700 -0.810
O 4.968 -0.764 -0.627
C 5.235 -0.845 0.777
H 3.326 1.187 -3.552
H 4.697 1.063 -2.426
H 4.767 0.257 -4.005
H 0.919 -0.243 -1.018
H 1.344 1.358 -1.668
H 0.960 1.169 0.045
H 4.534 -1.514 1.278
H 5.168 0.152 1.216
H 6.245 -1.228 0.917
C -6.610 5.949 6.009
O -5.890 5.293 4.964
P -6.364 3.866 4.466
O -5.584 3.323 3.344
O -7.923 4.046 4.166
C -8.285 4.843 3.039
O -6.354 2.981 5.785
C -6.812 1.634 5.672
H -7.189 6.767 5.579
H -7.283 5.272 6.536
H -5.895 6.360 6.720
H -7.477 4.902 2.308
H -8.541 5.848 3.377
H -9.158 4.396 2.565
H -6.563 1.209 4.698
H -7.893 1.604 5.818
H -6.333 1.040 6.447
C 10.216 -5.923 -0.978
O 9.333 -5.259 -0.075
P 9.229 -3.676 -0.104
O 8.242 -3.112 0.822
O 8.971 -3.324 -1.644
C 7.699 -3.674 -2.187
O 10.726 -3.195 0.126
C 10.972 -1.790 0.077
H 9.626 -6.406 -1.758
H 10.926 -5.237 -1.440
H 10.767 -6.686 -0.430
H 6.939 -3.770 -1.410
H 7.787 -4.617 -2.728
H 7.394 -2.893 -2.883
H 10.124 -1.223 0.463
H 11.173 -1.492 -0.953
H 11.847 -1.571 0.687
*
```